Below is a cluster of 11 separate species, C52H137N11O15 in total, with properties calculated with wB97M-V/def2-TZVPD.

Structure (XYZ):
```
215
Properties=species:S:1:pos:R:3:forces:R:3:lowdin_spin:R:1
C -5.988338 -6.686875 2.645961 1.4544 0.2440 0.5498 0.000
O -4.613760 -6.517309 2.202624 -0.3183 1.2244 0.4958 0.000
C -4.006992 -5.161425 2.300792 -1.8893 -1.6725 -1.3279 0.000
C -3.020256 -5.094108 1.156042 0.9903 0.9466 0.2636 0.000
N -1.753988 -5.762807 1.381689 0.7477 -0.6536 -0.4745 0.000
C -0.784485 -5.576244 0.307829 0.1342 -0.1918 0.2383 0.000
C 0.593529 -5.764573 0.893505 2.0426 -0.7152 0.2605 0.000
O 0.847722 -4.863823 1.955986 0.9042 0.7298 1.9945 0.000
C 2.063289 -5.013825 2.817290 -1.5243 0.1032 -0.5018 0.000
H -6.774338 -6.078732 2.198240 0.3488 0.2212 -0.8348 0.000
H -6.050425 -6.418612 3.700612 0.0032 -0.3950 0.3378 0.000
H -6.184033 -7.746267 2.480155 -0.1576 0.1695 0.1664 0.000
H -3.636009 -4.851547 3.277753 0.4621 -0.6945 0.2163 0.000
H -4.822931 -4.462833 2.115556 -0.0721 0.2629 -0.3091 0.000
H -2.822914 -4.043719 0.941926 0.0138 0.7531 0.1969 0.000
H -3.416286 -5.419093 0.193928 -0.4330 -0.5679 0.3227 0.000
H -1.199897 -5.493679 2.182090 -0.9819 0.4420 0.7017 0.000
H -0.826996 -4.595256 -0.165415 -0.1952 0.4165 -0.0703 0.000
H -0.918602 -6.323683 -0.474122 -0.0159 -0.0455 -0.1671 0.000
H 1.443137 -5.647856 0.220714 -0.2978 0.2655 -0.9816 0.000
H 0.755757 -6.793614 1.214226 -0.4981 -0.3144 0.4645 0.000
H 2.984507 -4.687165 2.334848 -0.0516 -0.3908 -0.4839 0.000
H 2.140118 -5.988160 3.299843 0.0333 -0.4489 -0.7106 0.000
H 1.983139 -4.370616 3.693624 -0.6246 0.4920 -0.3159 0.000
C -0.195856 -4.143218 9.446248 0.3400 -1.4705 0.7939 0.000
O -0.572905 -3.145548 8.610659 0.5584 1.7795 -1.3213 0.000
C -1.596413 -3.313194 7.707657 -2.0904 1.4687 -0.5415 0.000
C -1.687232 -2.074225 6.789999 -0.0463 -1.4820 -0.5297 0.000
N -2.725856 -2.379726 5.746686 1.0779 0.4437 0.1315 0.000
C -4.062658 -1.873378 5.974626 -0.6956 0.9058 -0.4316 0.000
C -4.898659 -1.918304 4.642686 -0.2872 0.7154 1.3268 0.000
O -4.471322 -0.840376 3.774557 1.1366 -1.1765 1.1599 0.000
C -4.915626 -0.958679 2.476134 0.3107 0.1874 -1.5184 0.000
H -0.671445 -4.057873 10.423307 -0.1443 -0.0799 0.1927 0.000
H 0.884346 -4.080817 9.578050 -0.0077 -0.0750 0.1612 0.000
H -0.432760 -5.116361 9.016167 0.0237 -0.2994 0.0858 0.000
H -2.568499 -3.241314 8.195476 -0.3452 -0.4814 0.6729 0.000
H -1.703975 -4.193710 7.074235 1.0559 -0.4678 0.1450 0.000
H -0.733621 -1.957488 6.275110 0.0541 0.1176 -0.0685 0.000
H -1.844811 -1.200485 7.422329 -0.3262 0.2646 -0.2016 0.000
H -2.402511 -1.917322 4.908990 0.0350 -0.0478 -0.2478 0.000
H -4.013194 -0.836750 6.307869 -0.1562 0.4272 -0.0361 0.000
H -4.516755 -2.398376 6.815025 -0.3624 -0.3521 -0.3415 0.000
H -5.967941 -1.723865 4.725942 -0.2071 -0.0019 0.9540 0.000
H -4.893968 -2.964595 4.337149 0.7997 0.0622 -1.1516 0.000
H -6.002222 -0.948547 2.390676 -0.1442 -0.2463 -0.0809 0.000
H -4.441856 -1.766298 1.918106 -0.4021 -0.9743 0.3181 0.000
H -4.516775 -0.156735 1.854903 -0.2132 0.8138 0.4830 0.000
C -2.345131 1.681145 -4.037200 2.0204 -1.6290 0.2735 0.000
O -3.364887 1.801602 -4.920090 -2.1513 1.1654 -1.6974 0.000
C -3.041590 2.172136 -6.290684 2.3076 0.2691 2.3873 0.000
C -4.211131 2.621227 -7.014698 0.0646 0.2058 -1.7256 0.000
N -4.907882 3.775036 -6.493701 -0.1921 -0.4187 1.1075 0.000
C -4.242572 5.073979 -6.347986 -0.3470 -0.8130 -1.2322 0.000
C -3.485900 5.235510 -5.045123 -1.1280 -0.2127 0.2324 0.000
O -4.390926 4.745858 -4.022292 1.0722 0.1867 0.8024 0.000
C -3.752896 4.606136 -2.718966 -0.2034 0.8585 -0.9787 0.000
H -2.632015 1.377346 -3.030477 -0.7523 -0.1550 -0.2294 0.000
H -1.668367 2.511587 -3.836071 -0.0013 0.7236 -0.6793 0.000
H -1.777698 0.858390 -4.472166 1.0610 -0.2441 0.6058 0.000
H -2.435528 1.477345 -6.872121 -0.3894 -1.1902 0.3162 0.000
H -2.319553 2.988522 -6.274302 0.1016 0.5549 0.4854 0.000
H -4.821176 1.746660 -7.240663 -0.7915 0.3246 0.3234 0.000
H -3.730965 2.825677 -7.971646 -0.4116 0.4934 -0.5975 0.000
H -4.905067 3.624630 -5.494968 -1.4035 -1.1351 0.4380 0.000
H -5.076587 5.771503 -6.270728 0.1451 0.3319 -0.3420 0.000
H -3.662624 5.244777 -7.254953 0.2920 0.5636 0.1652 0.000
H -3.431686 6.322616 -4.987105 0.9123 0.1052 0.6734 0.000
H -2.555650 4.670337 -4.987658 0.2368 0.3623 -0.0092 0.000
H -3.020743 5.400564 -2.574286 0.0637 0.0806 -0.0818 0.000
H -3.218669 3.664200 -2.594683 -0.2611 -0.1776 -0.1047 0.000
H -4.503288 4.758387 -1.943181 -0.1218 -0.3173 -0.1609 0.000
C 4.437223 1.010894 0.345444 1.3208 -2.0939 -0.3015 0.001
O 5.722457 0.935126 1.042215 -0.0315 1.4542 -1.0740 0.002
C 6.838078 1.632773 0.418794 -0.7452 -0.4094 1.1011 0.001
C 7.429693 0.887272 -0.868128 0.3365 1.3160 2.3456 0.072
N 8.768251 1.320149 -1.307660 -2.3195 -0.8733 0.3155 0.676
C 9.313438 0.684287 -2.469767 1.0856 2.2392 0.3495 0.075
C 9.730179 -0.744592 -2.307012 -0.3068 -1.5434 0.8100 0.033
O 8.683859 -1.669327 -2.308321 -0.5292 0.5832 0.3086 0.023
C 8.229832 -2.087305 -3.572834 0.1842 -0.6527 -0.8763 0.004
H 3.873530 1.933921 0.209898 0.6701 0.3742 0.3179 0.000
H 3.829216 0.252339 0.838405 -0.1664 0.3454 0.2902 0.000
H 4.713082 0.514740 -0.585063 -0.7704 0.4169 -0.7756 0.001
H 7.456019 1.643331 1.316649 1.1174 -0.3508 -0.6168 0.000
H 6.645477 2.698090 0.291927 -0.4462 0.0293 -0.7011 0.000
H 6.834050 1.068281 -1.762855 -0.4729 -0.4281 -0.0079 0.034
H 7.490082 -0.149932 -0.538484 -0.0636 -0.3970 -0.7459 0.020
H 9.071736 2.266854 -1.129493 0.1858 0.2436 0.4615 0.016
H 10.189072 1.318149 -2.609702 0.3065 -0.4018 -0.8184 -0.001
H 8.593816 0.907429 -3.257448 -0.0640 -0.4142 -0.4440 0.034
H 10.137578 -0.880280 -1.305162 0.5085 0.2751 -0.0880 0.000
H 10.490466 -0.988342 -3.049057 0.0583 0.1116 -0.1013 0.004
H 8.457445 -3.151382 -3.636398 0.1021 -0.0268 -0.3438 0.002
H 8.712218 -1.540995 -4.383357 0.2074 -0.0700 -0.0714 0.000
H 7.157070 -2.005222 -3.747640 -0.0063 0.4205 0.4359 0.001
C -3.459418 4.125568 1.410379 0.1774 -0.6279 -1.9254 0.000
C -3.579968 5.603826 1.003478 0.1561 -0.4151 -1.4673 0.000
C -3.456934 6.523854 2.147650 0.0541 0.5545 0.6433 0.000
O -4.504129 6.293251 3.048601 0.2799 0.0367 0.2132 0.000
C -4.456673 7.041531 4.261158 -0.5859 -0.0934 -0.9431 0.000
N -2.536966 5.940282 -0.024197 0.4811 -0.3359 0.5957 0.000
H -2.535868 3.854340 1.921825 -0.1290 0.3947 0.5310 0.000
H -3.336098 3.624748 0.450135 0.2108 -0.1144 -0.3646 0.000
H -4.316994 3.557469 1.770857 -0.1309 0.8169 0.7829 0.000
H -4.498215 5.788527 0.445970 -0.4088 -0.2634 0.3969 0.000
H -3.417986 7.549058 1.779482 -0.3259 0.4232 0.0945 0.000
H -2.468984 6.335992 2.568083 0.2701 -0.0643 0.6081 0.000
H -5.440344 6.843836 4.687067 0.3266 0.0692 0.5165 0.000
H -4.393811 8.106507 4.037643 0.0825 0.2042 0.0277 0.000
H -3.621796 6.761645 4.903603 -0.0495 -0.2003 0.0934 0.000
H -2.703590 6.801316 -0.525143 -0.9431 0.1146 -0.1218 0.000
H -1.690376 6.215210 0.453089 0.5236 -0.4422 0.4568 0.000
C -1.184234 1.686105 -0.428968 0.1025 1.2543 -0.8112 0.000
C -0.272590 1.768242 0.772330 1.2197 -2.3085 -0.7506 0.000
C -0.337557 0.401691 1.457537 -2.7573 0.4628 1.1653 0.000
O 0.431117 0.211135 2.649701 0.3438 -0.9848 -1.4255 0.000
C 0.491088 -1.181655 2.965497 0.8183 -0.6392 0.6265 0.000
N 1.159917 1.953780 0.400617 -1.2302 1.6338 0.6191 0.000
H -1.026926 2.613309 -0.979999 -0.4744 0.5069 0.0896 0.000
H -2.232806 1.616809 -0.139509 0.0691 -0.0875 -0.1117 0.000
H -0.950568 0.989578 -1.234165 0.1847 -0.8161 0.5519 0.000
H -0.641470 2.573766 1.407267 0.4421 0.0388 0.1491 0.000
H -0.359358 -0.399188 0.718481 1.2938 -0.2625 -0.1486 0.000
H -1.380283 0.328657 1.766566 -0.5664 -0.0456 0.4015 0.000
H 0.741975 -1.896692 2.181989 -0.0936 0.5440 -1.0150 0.000
H -0.401186 -1.632528 3.399856 -0.4409 0.6040 0.1994 0.000
H 1.323825 -1.371937 3.642592 -0.1769 0.5034 0.4700 0.000
H 1.474206 1.277818 -0.280846 -0.1012 -0.4347 0.2648 0.000
H 1.545331 1.822793 1.324961 1.1996 -0.2753 -0.2757 0.000
C -4.911692 0.590179 -1.906288 -0.0851 -0.4439 0.2047 0.000
C -6.313505 0.397154 -1.241249 3.5963 -0.3500 -1.9635 0.000
C -6.569852 1.524153 -0.318703 -0.4018 -0.6851 0.2009 0.000
O -7.554795 0.927729 0.455728 -1.0878 0.1394 1.6402 0.000
C -8.005275 1.757529 1.493358 -0.2319 -0.4018 0.3768 0.000
N -7.308628 0.194380 -2.230180 -0.8239 -0.1627 -0.6973 0.000
H -4.114123 0.565602 -1.163746 -0.1033 0.1679 0.4324 0.000
H -4.783984 1.526109 -2.450182 -0.3409 0.0760 -0.1641 0.000
H -4.635182 -0.239545 -2.556836 -0.3969 0.0356 -0.3242 0.000
H -6.220945 -0.556488 -0.721541 -0.0850 0.2524 0.7008 0.000
H -6.995770 2.392693 -0.821008 0.2489 0.3296 -0.2741 0.000
H -5.678606 1.796416 0.246679 0.1149 0.1513 0.3372 0.000
H -8.802615 1.253003 2.039057 -0.2590 0.0099 -0.3498 0.000
H -8.353227 2.701516 1.073922 -0.0320 0.2623 0.3001 0.000
H -7.227470 1.880045 2.247095 0.3383 0.4915 -0.0504 0.000
H -7.196371 0.826768 -3.009659 -0.1439 0.1647 -0.0599 0.000
H -8.206969 0.338375 -1.791594 -0.3197 -0.0420 -0.2570 0.000
C 1.825495 0.398522 -4.903688 -0.4243 -0.7889 0.5930 0.000
C 0.878743 -0.925342 -4.905901 1.1810 1.3452 1.2112 0.000
C 1.542840 -2.180945 -5.587904 -1.3595 2.5916 0.3044 0.000
O 1.628377 -1.734805 -6.910826 1.2088 -0.2348 -1.4410 0.000
C 2.139172 -2.752788 -7.769777 -1.3234 -0.3972 -0.0908 0.000
N 0.434595 -1.295097 -3.574032 -0.1466 -0.7092 1.0560 0.000
H 1.645208 1.002978 -4.014730 -0.5234 -0.2136 0.3522 0.000
H 1.693666 1.146148 -5.685851 -0.0147 -0.5823 -0.5377 0.000
H 2.882670 0.162707 -4.781727 0.1901 -0.3129 -0.4358 0.000
H -0.038797 -0.615847 -5.406337 0.2102 -0.4049 -0.6155 0.000
H 0.856918 -3.018219 -5.459130 0.0469 -0.3188 -0.1083 0.000
H 2.532483 -2.397586 -5.185703 0.0991 -0.0360 0.2183 0.000
H 1.385374 -3.531401 -7.652925 0.5609 -0.9188 -0.0465 0.000
H 3.163597 -3.077568 -7.587680 0.0256 -0.0377 0.5928 0.000
H 2.097903 -2.547288 -8.839445 -0.1291 0.9655 0.1674 0.000
H 0.113887 -0.588795 -2.927204 -0.4621 0.7943 -0.8202 0.000
H 1.083867 -1.757808 -2.953992 0.4939 -0.3920 -0.7321 0.000
C 2.754945 4.484483 -1.347616 0.9404 -1.0271 -1.2916 0.000
C 1.589918 5.272693 -1.891202 -0.8125 -0.1141 0.3209 0.000
C 0.896020 4.773641 -3.220780 0.7311 -0.3138 -0.1284 0.000
O 1.744572 4.449743 -4.327119 0.9743 0.1966 0.0867 0.000
C 2.383055 5.573293 -4.974463 -0.6594 -0.2277 1.1245 0.000
N 0.664312 5.261168 -0.743125 -0.2729 1.0243 -0.6897 0.000
H 3.327911 4.994244 -0.573044 -0.2636 0.2809 -0.0921 0.000
H 3.418126 4.223799 -2.172443 0.4002 0.1061 -0.1038 0.000
H 2.444148 3.521850 -0.941621 -0.3210 0.1278 0.1057 0.000
H 1.927126 6.288170 -2.099013 -0.0991 0.2248 0.2870 0.000
H 0.169604 5.469340 -3.640795 -0.2165 0.6431 0.6135 0.000
H 0.321123 3.872483 -3.007468 0.1834 -0.2804 0.0708 0.000
H 1.614161 6.250067 -5.347126 -0.0538 -0.1022 -0.6271 0.000
H 3.087512 5.205116 -5.720317 -0.4619 -0.0666 -0.1242 0.000
H 2.948858 6.201031 -4.286056 0.2463 -0.1901 0.3802 0.000
H 0.442433 4.313793 -0.472310 0.0660 -0.2188 -0.0329 0.000
H -0.199899 5.732294 -0.969595 -0.2490 -0.0579 0.0080 0.000
C 2.476667 -3.144428 7.339688 -0.9215 -1.9001 -0.2004 0.000
C 3.918050 -3.034474 6.989413 1.4466 0.7863 0.5074 0.000
C 4.262137 -1.793708 6.172122 0.0505 0.4185 0.2196 0.000
O 3.791170 -1.954167 4.875264 -0.7370 -0.0627 -2.0315 0.000
C 3.996936 -0.880901 3.964427 -0.2545 -0.2571 -0.6200 0.000
N 4.650434 -3.108777 8.290522 0.5440 0.7295 -0.4755 0.000
H 2.467810 -3.870083 8.152984 -0.2289 -0.1238 -0.0751 0.000
H 1.980058 -3.640812 6.505972 -0.5853 0.3514 -0.0491 0.000
H 1.885078 -2.316477 7.730352 0.4928 0.4785 -0.4244 0.000
H 4.304999 -3.814316 6.333508 -0.5548 -0.6215 0.2205 0.000
H 5.342758 -1.689378 6.074686 0.2996 0.4069 0.6346 0.000
H 3.733111 -0.930869 6.576765 0.4975 0.4434 0.5209 0.000
H 3.591626 -1.157415 2.991088 -0.2668 -0.5651 0.0789 0.000
H 5.028525 -0.644527 3.703566 0.4743 -0.1085 0.6973 0.000
H 3.468735 0.050463 4.168523 -0.0359 0.0707 0.7816 0.000
H 5.525075 -3.611443 8.241318 0.0162 -0.4864 -0.3890 0.000
H 4.991130 -2.179545 8.491925 -0.2107 0.4481 0.4397 0.000
C 5.011010 -3.914221 -4.382389 -2.3752 -0.4907 1.6285 0.000
C 4.370033 -3.063004 -3.216371 1.1546 0.5532 -1.4019 0.000
C 3.114456 -3.650853 -2.577814 -2.7069 1.6371 -3.5047 0.000
O 2.255647 -2.636398 -1.861104 2.6987 -2.9833 -0.1518 0.000
C 2.755634 -2.647192 -0.553635 -0.2257 2.0317 1.1063 0.000
N 5.269149 -2.934617 -2.127461 1.6446 0.4311 2.4729 0.000
H 5.951310 -3.666773 -4.875042 -0.0793 0.3901 0.5807 0.000
H 4.252965 -4.113532 -5.139848 0.0785 0.1391 -0.1743 0.000
H 5.048870 -4.825451 -3.785466 0.8773 -0.6873 -0.6370 0.000
H 4.271873 -1.998119 -3.427276 -1.4548 -0.1546 -1.5531 0.000
H 3.235240 -4.644159 -2.145551 0.1426 0.4655 0.8021 0.000
H 2.455401 -3.783890 -3.435752 -0.1520 -0.5961 -0.1828 0.000
H 2.051354 -2.089351 0.063535 -0.5136 -0.7085 0.3555 0.000
H 3.603261 -1.964954 -0.488934 0.5443 -0.2598 0.1369 0.000
H 3.048868 -3.631315 -0.188115 -0.3362 0.1062 0.1649 0.000
H 6.218613 -2.652189 -2.324583 0.0232 -0.2818 -0.4272 0.000
H 4.849005 -2.083882 -1.781298 0.7568 0.0063 1.4581 0.000
```
Positions in Å, forces in eV/Å.

Output
- Lowest unoccupied orbital energy (alpha / beta): -3.2 / -7.7 eV
- Total energy: -3793.38577 hartree
- Total charge: +1
- Highest occupied orbital energy (alpha / beta): -0.3517 / -0.3517 Eh
- Multiplicity: 2
- Gap between HOMO and LUMO (alpha / beta): 0.2359 / 0.0678 Eh